No. 1
# C13H25Cl6NOP

A molecular structure, C13H25Cl6NOP in a non-equilibrium geometry (ωB97M-V/def2-TZVPD, the OMol25 dataset).

Each line ends with the Löwdin charge.
Element x y z (Å)
N: -0.21335 -0.12045 -5.62048  -0.269
P: -0.28988 -1.87750 -5.14955  0.256
C: 1.46378 -1.78810 -4.38454  -0.364
O: 1.68468 -2.73454 -3.25615  -0.224
C: 1.00860 -2.29012 -2.08550  -0.234
C: 1.61349 -1.12110 -1.27786  0.002
C: 0.90049 -0.61689 0.00527  -0.202
C: -0.49027 -1.34391 0.38394  -0.258
C: -1.09202 -2.51331 -0.44578  -0.131
C: -0.32870 -3.01030 -1.69301  -0.027
H: 0.25263 -0.00526 -6.53168  -0.016
H: -1.15929 0.28375 -5.60946  -0.033
H: -0.94543 -1.44049 -3.93737  -0.103
H: -1.63437 -2.02171 -5.73278  -0.103
H: 0.33241 -2.29151 -6.40408  -0.070
H: -0.37709 -3.26194 -4.68034  -0.063
H: 2.24975 -2.09292 -5.17372  0.078
H: 1.69313 -0.70281 -4.05442  0.068
H: 2.58951 -0.67308 -1.66480  0.100
H: 1.35406 0.22094 0.62805  -0.012
H: -1.07016 -1.03343 1.29080  -0.012
H: -2.08142 -3.01862 -0.16999  0.085
H: -0.65415 -3.85602 -2.37796  0.090
Cl: 0.18617 0.18217 2.04316  0.749
C: -0.05495 0.29826 3.80858  -0.561
C: -0.52183 1.67573 4.23770  -0.655
Cl: 0.74530 2.91092 4.02658  0.536
H: 0.88211 0.02264 4.29632  0.061
H: -0.80981 -0.44693 4.07415  0.079
H: -0.77994 1.66673 5.29901  0.067
H: -1.40190 1.99435 3.67679  0.068
Cl: -4.18122 -0.67575 -4.75611  0.541
C: -4.50818 0.26919 -3.28291  -0.675
C: -3.27034 0.97898 -2.77304  -0.648
Cl: -2.05654 -0.15805 -2.13963  0.655
H: -4.92100 -0.40649 -2.53149  0.062
H: -5.27575 1.00224 -3.54096  0.061
H: -3.53885 1.64627 -1.95072  0.062
H: -2.79897 1.57658 -3.55595  0.065
Cl: 2.68614 1.24015 6.97046  0.533
C: 3.27519 2.91898 6.89714  -0.675
C: 3.77446 3.40974 8.24093  -0.669
Cl: 2.45275 3.60575 9.41974  0.528
H: 2.46633 3.54463 6.51582  0.045
H: 4.09000 2.93614 6.17092  0.075
H: 4.24322 4.38904 8.12611  0.070
H: 4.51121 2.72802 8.66882  0.067

Values from the calculation:
E_HOMO: -2.99 eV
E_tot: -3742.504850 Ha
lowest unoccupied orbital energy: 1.9 eV
total charge: -1

=====

No. 2
# H3N2O2P

2 unconnected molecules or ions with the total composition H3N2O2P in a non-equilibrium geometry (ωB97M-V/def2-TZVPD, the OMol25 dataset).

Each line ends with the Löwdin charge.
Element x y z (Å)
N: 1.34619 0.89651 0.12759  0.022
N: 0.20924 0.96683 -0.42921  0.052
O: -2.36324 -2.24470 0.49857  -0.509
O: -0.54794 -0.79346 0.06402  -0.524
P: -2.11866 -0.84469 0.12546  0.608
H: 1.11512 0.97322 1.10181  0.119
H: 2.21425 0.41151 -0.11037  0.142
H: 0.14504 0.63478 -1.37789  0.090

Values from the calculation:
E_HOMO: -9.25 eV
E_tot: -603.065830 Ha
lowest unoccupied orbital energy: -0.6 eV

=====

No. 3
# C2H3NS

A single C2H3NS molecule in a non-equilibrium geometry (ωB97M-V/def2-TZVPD, the OMol25 dataset).

Each line ends with the Löwdin charge.
Element x y z (Å)
C: -0.66683 -0.53402 0.94800  -0.706
C: 0.62375 0.54449 -0.88755  -0.249
N: -0.28126 -1.36525 0.10147  0.068
S: -0.03604 1.04680 0.76413  0.794
H: -1.32685 -0.99867 1.71185  0.084
H: 1.72804 0.63699 -0.98864  0.036
H: -0.04081 0.66966 -1.64926  -0.027

Values from the calculation:
E_HOMO (spin up / spin down): -9.38 / -8.86 eV
E_tot: -530.795505 Ha
lowest unoccupied orbital energy (spin up / spin down): -0.4 / -0.3 eV

=====

No. 4
# C10H11N

A single C10H11N molecule (ωB97M-V/def2-TZVPD, the OMol25 dataset).

Each line ends with the Löwdin charge.
Element x y z (Å)
C: 3.18356 0.37368 0.48454  -0.031
C: 1.73402 0.26039 0.18262  -0.338
N: 0.99195 1.27093 -0.00281  0.176
C: -0.32042 0.86109 -0.33197  -0.365
C: -1.48056 1.54743 0.18618  -0.015
C: -2.61319 0.85442 0.42789  -0.097
C: -2.63966 -0.57661 0.46269  -0.097
C: -1.53428 -1.32290 0.25224  -0.036
C: -0.34751 -0.72845 -0.31942  -0.314
C: 1.06420 -1.10472 0.06610  -0.047
C: -0.44294 0.04921 -1.59380  0.010
H: 3.76768 -0.00934 -0.35197  0.083
H: 3.43271 -0.21561 1.36537  0.080
H: 3.44592 1.41386 0.65272  0.079
H: -1.38770 2.59873 0.40682  0.110
H: -3.50009 1.37452 0.75882  0.097
H: -3.54350 -1.04644 0.82291  0.097
H: -1.49828 -2.36600 0.53354  0.110
H: 1.57032 -1.71447 -0.68465  0.127
H: 1.10196 -1.63342 1.02158  0.127
H: 0.41625 0.04097 -2.24805  0.121
H: -1.40045 0.07272 -2.09134  0.125

Values from the calculation:
E_HOMO: -8.18 eV
E_tot: -442.353513 Ha
lowest unoccupied orbital energy: 0.9 eV

=====

No. 5
# C39H29N6O4STc

A molecular structure, C39H29N6O4STc in a non-equilibrium geometry (ωB97M-V/def2-TZVPD, the OMol25 dataset).

Each line ends with the Löwdin charge.
Element x y z (Å)
Tc: 1.28728 0.03657 -0.39020  1.273
O: 0.98611 3.52761 2.30452  0.087
C: 0.79402 4.44544 1.32130  -0.227
C: 0.46152 5.72924 1.76670  0.012
C: 0.21872 6.74453 0.86488  -0.045
C: 0.35412 6.57345 -0.49994  -0.058
C: 0.69178 5.30492 -0.96102  0.012
C: 0.84767 4.18712 -0.06897  -0.087
C: 1.07871 2.89849 -0.64236  -0.378
O: 1.21801 1.92436 0.25237  -0.244
N: 1.08526 2.63245 -1.93055  0.117
N: 1.28368 1.31672 -2.11027  -0.121
C: 1.28255 0.80911 -3.29474  0.000
C: 1.35809 -0.66362 -3.30391  -0.225
C: 1.46075 -1.38221 -4.48957  0.025
C: 1.53086 -2.76212 -4.43090  -0.004
C: 1.50975 -3.40009 -3.20064  -0.003
C: 1.41112 -2.63226 -2.03257  -0.090
N: 1.29630 -1.28931 -2.10769  -0.042
H: 1.19556 2.69873 1.84816  0.070
H: 0.30505 5.85099 2.80303  0.117
H: -0.03998 7.73844 1.25749  0.130
H: 0.28181 7.39769 -1.17907  0.110
H: 0.78474 5.11807 -2.00959  0.105
H: 1.18090 1.46198 -4.12606  0.139
H: 1.56743 -0.91278 -5.44590  0.130
H: 1.62816 -3.27867 -5.37189  0.131
H: 1.67734 -4.45533 -3.11567  0.121
H: 1.47988 -3.11569 -1.05282  0.123
O: 4.45906 -3.79221 6.21044  0.140
C: 3.25124 -4.18987 5.77508  -0.463
O: 2.73000 -5.16878 6.22618  0.167
C: 2.62157 -3.36833 4.66426  -0.096
C: 1.26527 -3.41344 4.45423  0.025
C: 0.72941 -2.68011 3.40912  -0.088
C: 1.56474 -1.98040 2.50710  -0.578
S: 0.55582 -1.21125 1.31898  0.859
C: 2.93848 -1.95096 2.67633  -0.055
C: 3.43440 -2.71604 3.72542  0.004
H: 4.62373 -2.88430 5.94302  0.106
H: 0.59508 -3.95339 5.10254  0.141
H: -0.31246 -2.70631 3.22965  0.089
H: 3.61815 -1.47715 1.99714  0.084
H: 4.52825 -2.78839 3.85372  0.137
N: -6.17200 0.52196 -0.35011  0.172
C: -7.41656 -0.01828 -0.51150  -0.191
C: -8.69744 0.52635 -0.29854  -0.002
C: -9.73927 -0.32544 -0.60756  -0.053
C: -9.50807 -1.66780 -1.03537  -0.073
C: -8.26416 -2.16846 -1.19300  -0.012
C: -7.16842 -1.32189 -0.93801  -0.210
N: -5.80805 -1.57488 -1.06646  0.196
C: -5.24956 -0.44133 -0.67637  -0.280
C: -3.81049 -0.23167 -0.70055  -0.088
C: -3.00450 -1.26823 -1.21465  0.035
C: -1.63642 -1.12325 -1.16827  -0.157
N: -1.00258 -0.01685 -0.78086  -0.099
C: -1.76774 1.04608 -0.43679  -0.097
C: -3.14381 0.96415 -0.39750  0.023
H: -5.99106 1.37916 0.09729  0.145
H: -8.78745 1.57039 0.05892  0.125
H: -10.75049 0.01989 -0.54344  0.104
H: -10.36974 -2.24715 -1.25083  0.101
H: -8.15876 -3.20889 -1.49055  0.121
H: -3.37953 -2.20976 -1.53108  0.115
H: -1.05112 -1.96338 -1.46545  0.087
H: -1.29733 1.97048 -0.17293  0.103
H: -3.63560 1.86623 -0.00274  0.130
C: 3.01996 -0.06984 -0.16397  -0.088
C: 4.39220 -0.04392 -0.21853  -0.289
C: 5.09253 0.72318 0.73152  -0.006
C: 6.45008 0.84904 0.61121  -0.032
C: 7.13693 0.23707 -0.42213  -0.015
C: 6.44904 -0.40646 -1.41993  -0.033
C: 5.07867 -0.54942 -1.33330  0.001
H: 4.58849 1.17407 1.57527  0.133
H: 7.00018 1.29926 1.41167  0.122
H: 8.18410 0.33138 -0.43052  0.116
H: 7.01684 -0.80807 -2.27737  0.138
H: 4.58118 -1.03663 -2.13489  0.110

Values from the calculation:
E_HOMO (spin up / spin down): -12.27 / -12.27 eV
E_tot: -2611.547986 Ha
lowest unoccupied orbital energy (spin up / spin down): -8.0 / -8.0 eV
total charge: +2

=====

No. 6
# H3O

A molecular structure, H3O in a non-equilibrium geometry (ωB97M-V/def2-TZVPD, the OMol25 dataset).

Each line ends with the Mulliken spin population.
Element x y z (Å)
O: -0.65447 0.47567 -0.46557  1.017
H: 1.12390 -0.98365 0.82465  -0.001
H: 0.97572 -0.46526 0.23774  0.003
H: -1.44515 0.97323 -0.59682  -0.020

Values from the calculation:
2S+1: 2
E_HOMO (spin up / spin down): -12.87 / -11.99 eV
<S²>: 0.7527
E_tot: -76.896389 Ha
lowest unoccupied orbital energy (spin up / spin down): 1.1 / -2.3 eV